Record 1
# C56H32O8

A 4-piece molecular cluster, C56H32O8 overall at a distorted geometry (the ωB97M-V functional and the def2-TZVPD basis, the Open Molecules 2025 dataset).

Calculated values
- SMILES: O=C1c2ccccc2C(=O)c2ccccc21.O=C1c2ccccc2C(=O)c2ccccc21.O=C1c2ccccc2C(=O)c2ccccc21.O=C1c2ccccc2C(=O)c2ccccc21
- Energy relative to the best compared isomer or geometry (same formula, charge and spin): 0.0 kcal/mol
- HOMO: -9.3 eV
- E: -74971.7090 eV
- HOMO-LUMO gap: 8.10 eV

CARTESIAN COORDINATES (ANGSTROEM)
1 O 6.171233 10.086823 25.800682
2 C 6.954434 9.318748 25.314540
3 C 7.109647 9.099880 23.797152
4 C 6.270142 9.835258 22.948005
5 C 6.502836 9.869941 21.563973
6 C 7.467258 9.025541 21.024693
7 C 8.226063 8.214319 21.839403
8 C 8.088789 8.244677 23.256341
9 C 9.007202 7.395777 24.111605
10 O 9.698961 6.538197 23.601834
11 C 8.958531 7.701631 25.578513
12 C 9.842491 7.035714 26.455715
13 C 9.714225 7.088876 27.805528
14 C 8.685078 7.834203 28.406942
15 C 7.812321 8.541344 27.504218
16 C 8.006743 8.536693 26.131738
17 H 5.439567 10.447494 23.370825
18 H 5.917681 10.535662 20.926653
19 H 7.705948 8.911508 19.956594
20 H 8.915152 7.488985 21.496897
21 H 10.480870 6.325899 25.935460
22 H 10.291413 6.536792 28.468065
23 H 8.471478 7.916864 29.477875
24 H 6.968894 9.059720 27.982821
25 O 0.628462 4.568979 21.665089
26 C 0.584534 4.762909 22.868825
27 C -0.365017 5.802389 23.427145
28 C -1.352292 6.352407 22.625241
29 C -2.190104 7.389592 23.076686
30 C -2.035067 7.875778 24.344852
31 C -1.252110 7.151385 25.248003
32 C -0.392817 6.084569 24.802653
33 C 0.446372 5.211873 25.730154
34 O 0.309564 5.298449 26.910216
35 C 1.524599 4.319530 25.164691
36 C 2.425117 3.775553 26.036910
37 C 3.500836 2.998906 25.620985
38 C 3.695551 2.876252 24.208482
39 C 2.780666 3.401419 23.313426
40 C 1.644337 4.127714 23.790751
41 H -1.411714 6.005287 21.591332
42 H -2.876314 7.802563 22.362103
43 H -2.511152 8.765708 24.625777
44 H -1.125303 7.326456 26.323645
45 H 2.371294 4.133305 27.078832
46 H 4.250014 2.587727 26.276721
47 H 4.600936 2.398659 23.847132
48 H 2.915326 3.299259 22.256443
49 O 4.336098 6.469886 20.714061
50 C 4.115956 6.637120 21.871571
51 C 5.087262 6.185033 22.888710
52 C 6.239289 5.483421 22.414203
53 C 7.103612 4.987411 23.300583
54 C 6.896018 5.095568 24.716558
55 C 5.785991 5.790085 25.160789
56 C 4.888119 6.358340 24.226344
57 C 3.672710 7.064424 24.671997
58 O 3.599470 7.401314 25.853018
59 C 2.675901 7.559700 23.677446
60 C 1.551649 8.240774 24.071755
61 C 0.676739 8.754133 23.119847
62 C 0.873989 8.438248 21.797322
63 C 1.991606 7.709381 21.343056
64 C 2.894448 7.348549 22.328300
65 H 6.461692 5.528244 21.321262
66 H 7.967839 4.474627 23.029223
67 H 7.643545 4.709294 25.373375
68 H 5.635185 5.857673 26.226561
69 H 1.369246 8.339682 25.127446
70 H -0.182118 9.359012 23.424585
71 H 0.155878 8.756461 21.089422
72 H 2.187131 7.524526 20.283873
73 O -1.569715 10.830174 26.643609
74 C -0.711988 11.258208 25.881466
75 C -1.105145 12.087690 24.645069
76 C -2.437035 12.139681 24.185646
77 C -2.626979 12.652471 22.900875
78 C -1.589300 13.104857 22.083057
79 C -0.347603 13.216979 22.573651
80 C -0.115631 12.642516 23.825342
81 C 1.349114 12.587191 24.289748
82 O 2.164780 13.407458 23.842194
83 C 1.742037 11.540339 25.348115
84 C 3.049897 11.198819 25.645081
85 C 3.260188 10.331562 26.692124
86 C 2.224380 9.698537 27.376869
87 C 0.954815 9.944521 27.051178
88 C 0.693611 10.858521 26.008180
89 H -3.189436 11.687859 24.828183
90 H -3.630942 12.494840 22.496411
91 H -1.940265 13.501604 21.108058
92 H 0.388656 13.722429 21.968816
93 H 3.872095 11.857992 25.330346
94 H 4.291927 10.158583 27.026135
95 H 2.393598 9.006782 28.103888
96 H 0.050498 9.549684 27.529647

Atoms 1-6, force components in eV/Å:
O -0.1 0.0 0.1
C 1.9 -1.2 -1.3
C -0.5 0.2 0.7
C -0.2 0.7 -0.3
C -0.3 -0.2 0.5
C 0.7 -0.5 -0.7

Mulliken population analysis, charges in e, atoms 1 to 5: -0.62, 0.73, 0.30, -0.59, -0.91

***

Record 2
# C3H8O3S

A 2-piece molecular cluster, C3H8O3S overall at a distorted geometry (the ωB97M-V functional and the def2-TZVPD basis, the Open Molecules 2025 dataset).

Calculated values
- SMILES: O=C(O)CCS.O
- Energy relative to the best compared isomer or geometry (same formula, charge and spin): 20.1 kcal/mol
- HOMO: -9.7 eV
- E: -20218.0787 eV
- HOMO-LUMO gap: 10.16 eV

CARTESIAN COORDINATES (ANGSTROEM)
1 O 2.580068 -1.496598 -0.827939
2 C 1.716375 -0.820325 -0.285461
3 O 1.932027 -0.106789 0.869465
4 C 0.292538 -0.693659 -0.791832
5 C -0.205252 0.751814 -1.200049
6 S -1.865663 1.331009 -0.531192
7 H 2.850495 0.208285 0.865261
8 H -0.319817 -1.029911 -0.020450
9 H 0.134668 -1.366375 -1.672504
10 H 0.604711 1.516013 -1.096310
11 H -0.353020 0.771735 -2.348332
12 H -1.277624 2.111014 0.323326
13 O -1.843023 -0.592915 2.686517
14 H -2.622813 -0.306318 2.228225
15 H -1.340532 -1.057144 2.059556

Atoms 1-6, force components in eV/Å:
O -1.3 1.4 1.0
C 1.2 -0.7 -0.9
O -0.2 0.2 -1.0
C 0.2 0.8 -1.9
C 0.4 0.1 -2.2
S 1.1 -1.0 -1.0

Mulliken population analysis, charges in e, atoms 1 to 5: -0.54, 0.46, -0.43, -0.15, -0.65

***

Record 3
# C30H38N3ORhS2Si

C30H38N3ORhS2Si as an isolated structure at a distorted geometry (the ωB97M-V functional and the def2-TZVPD basis, the Open Molecules 2025 dataset).

Calculated values
- Net charge: +2
- Energy relative to the best compared isomer or geometry (same formula, charge and spin): 14.2 kcal/mol
- HOMO: -13.9 eV
- E: -70787.4059 eV
- HOMO-LUMO gap: 7.16 eV

CARTESIAN COORDINATES (ANGSTROEM)
1 Rh 0.691676 0.517254 0.043529
2 C -1.100095 1.071395 -0.624297
3 Si -2.105004 -0.562950 -0.644849
4 C -0.874838 -1.679793 0.342826
5 N -0.060609 -0.869610 1.294553
6 C -0.899388 -0.388944 2.470720
7 C -0.218928 -0.618451 3.806302
8 C 0.050415 -2.105380 4.004179
9 C 0.813091 -2.700732 2.806991
10 C 1.137949 -1.644213 1.760511
11 C -2.286395 -1.170914 -2.380247
12 C -3.541443 -1.500677 -2.893948
13 C -3.671942 -1.985505 -4.187651
14 C -2.548199 -2.144737 -4.983086
15 C -1.290219 -1.816582 -4.489125
16 C -1.165476 -1.333637 -3.198622
17 C -3.680191 -0.356696 0.317258
18 C -4.385707 0.848622 0.308658
19 C -5.591712 0.976675 0.980464
20 C -6.114747 -0.104730 1.675183
21 C -5.434734 -1.315184 1.689556
22 C -4.230210 -1.436400 1.014589
23 H -1.655560 1.802250 -0.043004
24 H -0.864259 1.507908 -1.599796
25 H -0.184623 -2.181895 -0.344701
26 H -1.385508 -2.471790 0.896749
27 H -1.841787 -0.938584 2.440938
28 H -1.139425 0.654206 2.298140
29 H -0.890404 -0.255346 4.585961
30 H 0.693907 -0.019450 3.883318
31 H -0.910357 -2.612463 4.111378
32 H 0.589674 -2.276405 4.934294
33 H 0.255209 -3.518604 2.349480
34 H 1.765582 -3.129596 3.119464
35 H 1.579283 -2.100114 0.871936
36 H 1.848739 -0.925301 2.168328
37 H -4.426575 -1.377975 -2.280318
38 H -4.649148 -2.239314 -4.575230
39 H -2.649279 -2.525318 -5.990620
40 H -0.416882 -1.941339 -5.115330
41 H -0.172988 -1.077167 -2.831561
42 H -4.007782 1.701898 -0.244894
43 H -6.129245 1.915041 0.957550
44 H -7.056763 -0.008062 2.198065
45 H -5.846964 -2.162684 2.219977
46 H -3.727916 -2.398338 1.025672
47 N -0.681168 3.095638 2.019022
48 C 0.551318 2.641819 2.265107
49 N 1.216795 1.781046 1.510116
50 C 2.507414 1.555922 2.023281
51 C 3.497175 0.780757 1.426858
52 C 4.712962 0.652001 2.074817
53 C 4.953122 1.293588 3.290089
54 C 3.983257 2.088596 3.874400
55 C 2.764602 2.209833 3.222242
56 S 1.390674 3.176733 3.681239
57 H -1.058932 2.999933 1.092603
58 H -1.068980 3.826821 2.593077
59 H 3.330270 0.289472 0.473853
60 H 5.492555 0.050683 1.628210
61 H 5.912642 1.180517 3.773939
62 H 4.175992 2.607243 4.803120
63 O 1.943786 0.715680 -1.742579
64 S 3.034724 1.682056 -2.256686
65 C 2.396281 2.275072 -3.859293
66 C 3.247589 1.643607 -4.961802
67 C 3.715998 0.294863 -4.427697
68 C 4.250644 0.597182 -3.034532
69 H 2.391828 3.362801 -3.853920
70 H 1.367664 1.911327 -3.863311
71 H 4.107725 2.280613 -5.174212
72 H 2.670331 1.558071 -5.880866
73 H 4.481791 -0.162753 -5.051083
74 H 2.878849 -0.402980 -4.357702
75 H 5.181233 1.168110 -3.068709
76 H 4.381637 -0.254624 -2.368868

Atoms 1-6, force components in eV/Å:
Rh 0.8 -0.8 -0.4
C -0.1 0.1 -0.1
Si 0.3 0.1 0.2
C -0.1 0.1 -0.2
N -0.3 0.3 0.5
C 0.0 -0.1 -0.3

Mulliken population analysis, charges in e, atoms 1 to 5: 0.43, -0.17, 0.03, -0.99, 0.90

***

Record 4
# C24H38F12N2O8Y

C24H38F12N2O8Y as an isolated structure at a distorted geometry (the ωB97M-V functional and the def2-TZVPD basis, the Open Molecules 2025 dataset).

Calculated values
- Net charge: -1
- HOMO: -5.9 eV
- E: -78524.3999 eV
- HOMO-LUMO gap: 8.37 eV

CARTESIAN COORDINATES (ANGSTROEM)
1 Y 18.923691 15.160465 -4.581574
2 C 22.459500 15.422748 -4.099931
3 O 22.864310 16.420408 -5.056911
4 O 21.182080 15.262763 -4.139301
5 C 23.200145 14.094509 -4.322114
6 F 22.653243 13.115522 -3.574732
7 F 23.185747 13.667958 -5.585466
8 F 24.501965 14.146928 -3.948189
9 C 24.240532 16.639124 -5.241595
10 C 24.383975 17.969857 -5.994473
11 H 24.160053 17.860787 -7.057398
12 H 23.802956 18.754440 -5.514986
13 H 25.435295 18.287896 -6.020040
14 H 24.624771 15.866684 -5.914670
15 H 24.840151 16.769069 -4.334770
16 H 22.826369 15.810813 -3.117530
17 C 20.166145 13.234588 -7.306476
18 O 19.928957 13.582578 -8.704849
19 O 19.432975 13.872304 -6.473714
20 C 20.110548 11.709090 -7.117378
21 F 20.962577 11.057098 -7.942562
22 F 20.502039 11.402831 -5.854295
23 F 18.899909 11.127295 -7.274521
24 C 18.813646 13.056597 -9.368700
25 C 18.738496 13.694345 -10.746869
26 H 17.842221 13.339523 -11.262099
27 H 18.788277 14.782247 -10.700669
28 H 19.586228 13.387081 -11.367360
29 H 17.858614 13.219246 -8.855253
30 H 18.964394 11.982596 -9.529549
31 H 21.250463 13.457902 -7.270713
32 C 18.612408 16.345933 -1.677809
33 O 19.481910 17.051681 -2.560435
34 O 17.966576 15.508523 -2.495108
35 C 19.463248 15.658678 -0.591402
36 F 18.886448 14.513148 -0.154134
37 F 20.691659 15.350692 -0.970927
38 F 19.503668 16.443458 0.524853
39 C 20.141818 18.225181 -2.129224
40 C 20.649498 18.963864 -3.371344
41 H 21.640144 19.362393 -3.135399
42 H 20.728379 18.277828 -4.208644
43 H 20.026042 19.828676 -3.598469
44 H 21.033784 17.902462 -1.573873
45 H 19.579711 18.905402 -1.483779
46 H 17.878362 16.994763 -1.173867
47 C 16.982815 17.503651 -6.101518
48 O 16.001524 17.149120 -5.105398
49 O 18.078918 16.848927 -5.912326
50 C 16.532570 17.465229 -7.572039
51 F 16.475219 16.178904 -8.020096
52 F 15.273928 17.944113 -7.746608
53 F 17.308297 18.148355 -8.391890
54 C 14.618035 17.111733 -5.327441
55 C 13.975866 16.596014 -4.056501
56 H 14.613140 15.811783 -3.637390
57 H 13.930065 17.332387 -3.249323
58 H 12.961225 16.229868 -4.218402
59 H 14.319098 16.453975 -6.148761
60 H 14.219702 18.114681 -5.527783
61 H 17.145252 18.599791 -5.933546
62 C 13.426411 12.568174 -5.217166
63 C 14.054100 12.452221 -6.612968
64 C 15.071297 13.552692 -6.918984
65 C 15.935580 13.888237 -5.806794
66 N 16.640744 14.075249 -4.930539
67 H 14.172212 12.575828 -4.424530
68 H 12.707963 11.757448 -5.104880
69 H 12.881653 13.513449 -5.125124
70 H 13.269163 12.486386 -7.365464
71 H 14.565074 11.487251 -6.651872
72 H 14.548588 14.432554 -7.297199
73 H 15.758823 13.288671 -7.729421
74 C 21.179307 12.100675 -0.676249
75 C 20.429056 10.824647 -1.041984
76 C 20.106499 10.755317 -2.543349
77 C 19.499364 11.932612 -3.175244
78 N 18.918483 12.763725 -3.706343
79 H 22.130009 12.141700 -1.213620
80 H 21.382010 12.128876 0.392858
81 H 20.598266 12.955414 -0.999204
82 H 19.498777 10.730750 -0.477944
83 H 21.007178 9.919337 -0.845391
84 H 19.338210 9.991958 -2.701614
85 H 21.011184 10.554542 -3.120120

Atoms 1-6, force components in eV/Å:
Y 0.8 0.4 -0.5
C 0.9 1.0 0.6
O 0.0 -0.2 0.1
O -2.7 -0.4 -0.5
C 0.2 -0.4 0.0
F -0.1 -0.1 0.1

Mulliken population analysis, charges in e, atoms 1 to 5: 1.68, -0.19, -0.20, -0.02, 0.56